Entry from the OMol25 dataset: a cluster of 2 separate species, C4H13N2O in total (the ωB97M-V functional and the def2-TZVPD basis).

The geometry in ORCA input format:
```
! RIJCOSX wB97M-V def2-TZVPD def2/J DEFGRID3
* xyz 1 1
C -0.095 1.605 -0.821
C -0.956 0.336 -0.856
C -0.504 -0.980 -0.237
C -0.246 -2.057 -1.005
N 0.023 -3.352 -0.624
N 1.151 1.219 0.059
H 0.385 1.654 -1.800
H -0.354 2.493 -0.245
H -1.093 0.133 -1.929
H -1.943 0.564 -0.432
H -0.772 -1.189 0.789
H -0.441 -1.969 -2.064
H -0.294 -3.692 0.267
H -0.263 -3.971 -1.373
H 1.323 0.203 -0.016
H 0.881 1.336 1.041
H 1.937 1.807 -0.212
H -0.270 2.256 3.411
H 0.556 3.300 2.687
O 0.335 2.372 2.670
*
```

The molecular weight comes out at 105.2 u. The value obtained for the orbital gap is 9.1419 eV. As for the HOMO energy: -12.093 eV. The value obtained for the relative energy (zero: lowest compared OMol25 entry of this formula, charge and spin) is 2.0802 eV.

Mulliken atomic charge list, values in e, 5 entries: number 1, C, carries -0.4602; number 2, C, carries -0.3927; number 3, C, carries -0.8976; number 4, C, carries 0.0737; number 5, N, carries -0.4689



Entry from the OMol25 dataset: a cluster of 2 separate species, C5H16NO2 in total (the ωB97M-V functional and the def2-TZVPD basis).

The geometry in ORCA input format:
```
! RIJCOSX wB97M-V def2-TZVPD def2/J DEFGRID3
* xyz 1 1
C 2.070 -0.830 -0.992
O 2.186 -0.197 -2.287
C 0.589 -0.625 -0.555
C 0.508 -0.311 0.922
C -0.883 -0.075 1.533
C -1.218 -1.071 2.652
N -0.035 0.512 -1.345
H 2.690 -0.233 -0.330
H 2.243 -1.891 -1.112
H 2.904 -0.597 -2.784
H -0.066 -1.437 -0.868
H 0.892 -1.187 1.407
H 1.237 0.452 1.205
H -1.074 0.947 1.838
H -1.622 -0.295 0.761
H -0.370 -1.608 3.069
H -1.836 -0.678 3.461
H -1.917 -1.813 2.255
H 0.007 1.444 -0.938
H -0.990 0.283 -1.587
H 0.513 0.647 -2.173
H -2.663 2.488 -1.541
H -1.447 3.461 -1.112
O -1.719 2.615 -1.480
*
```

The molecular weight comes out at 122.2 u. The value obtained for the orbital gap is 11.8685 eV. As for the HOMO energy: -14.871 eV. The value obtained for the relative energy (zero: lowest compared OMol25 entry of this formula, charge and spin) is 0.9140 eV.

Mulliken atomic charge list, values in e, 5 entries: number 1, C, carries -0.5544; number 2, O, carries -0.5780; number 3, C, carries -0.0824; number 4, C, carries -0.9987; number 5, C, carries -0.3041



Entry from the OMol25 dataset: a structure of composition C32H31ErF2N6O (the ωB97M-V functional and the def2-TZVPD basis).

The geometry in ORCA input format:
```
! RIJCOSX wB97M-V def2-TZVPD def2/J DEFGRID3
* xyz 2 4
Er -5.460 -17.436 6.859
C -7.794 -19.399 5.261
C -8.862 -18.300 5.276
C -8.508 -16.849 5.387
C -9.574 -15.934 5.358
C -9.356 -14.575 5.413
C -8.052 -14.115 5.406
C -7.024 -15.061 5.437
N -7.226 -16.419 5.538
N -6.865 -19.510 6.432
C -7.613 -19.885 7.674
C -8.138 -18.743 8.471
C -9.306 -18.887 9.228
C -9.920 -17.740 9.739
C -9.259 -16.522 9.636
C -7.987 -16.517 9.104
N -7.439 -17.588 8.444
C -5.876 -20.576 6.125
C -4.667 -20.522 6.999
C -3.814 -21.614 7.058
C -2.659 -21.554 7.865
C -2.402 -20.369 8.557
C -3.306 -19.322 8.446
N -4.376 -19.369 7.632
H -7.155 -19.270 4.371
H -8.323 -20.344 5.138
H -9.663 -18.530 6.001
H -9.356 -18.368 4.287
H -10.593 -16.308 5.329
H -10.185 -13.889 5.458
H -7.767 -13.075 5.400
H -5.962 -14.763 5.347
H -6.949 -20.472 8.299
H -8.439 -20.560 7.396
H -9.782 -19.870 9.320
H -10.893 -17.806 10.176
H -9.756 -15.606 9.882
H -7.390 -15.583 9.147
H -5.579 -20.525 5.052
H -6.419 -21.530 6.299
H -4.054 -22.503 6.446
H -1.967 -22.387 7.894
H -1.537 -20.253 9.201
H -3.118 -18.373 8.949
F -0.843 -14.760 4.435
C -1.615 -14.796 5.546
C -2.849 -15.467 5.429
C -3.642 -15.686 6.567
C -3.274 -14.967 7.751
C -2.043 -14.332 7.809
F -1.660 -13.764 8.974
C -1.178 -14.202 6.724
C -4.094 -15.097 8.923
C -4.282 -14.079 9.860
C -5.020 -14.307 10.997
C -5.477 -15.611 11.237
C -5.299 -16.573 10.252
N -4.706 -16.322 9.066
H -3.140 -15.783 4.426
H -0.234 -13.684 6.841
H -3.803 -13.110 9.672
H -5.215 -13.527 11.730
H -5.997 -15.874 12.177
H -5.658 -17.587 10.399
C -2.824 -18.914 3.885
C -4.121 -18.150 3.847
N -4.610 -17.769 2.658
O -4.696 -17.809 4.915
H -2.800 -19.702 3.124
H -2.647 -19.362 4.868
H -1.990 -18.252 3.719
H -4.139 -18.068 1.803
H -5.481 -17.227 2.561
*
```

The molecular weight comes out at 720.9 u. The value obtained for the orbital gap (alpha / beta) is 7.6229 / 7.6415 eV. Its expectation value of S² is 3.752. As for the HOMO energy (alpha / beta): -12.834 / -12.835 eV.

Mulliken atomic charge list, values in e, 5 entries: number 1, Er, carries 1.2717; number 2, C, carries -1.2285; number 3, C, carries -1.0712; number 4, C, carries 0.6769; number 5, C, carries -0.8860



Entry from the OMol25 dataset: a structure of composition C31H22INPPtS (the ωB97M-V functional and the def2-TZVPD basis).

The geometry in ORCA input format:
```
! RIJCOSX wB97M-V def2-TZVPD def2/J DEFGRID3
* xyz 1 1
Pt 1.143 -1.173 0.482
S -0.470 -5.249 0.864
C -1.439 -4.495 -0.322
C -0.997 -3.244 -0.649
C 0.155 -2.866 0.099
C 0.551 -3.876 0.935
C 1.806 -3.753 1.653
C 2.504 -4.800 2.242
C 3.749 -4.559 2.786
C 4.275 -3.275 2.742
C 3.526 -2.277 2.162
N 2.318 -2.497 1.627
H -2.292 -5.020 -0.724
H -1.459 -2.637 -1.412
H 2.069 -5.790 2.255
H 4.310 -5.366 3.238
H 5.248 -3.048 3.153
H 3.890 -1.261 2.141
I 3.026 0.729 0.640
C 2.286 2.669 0.562
C 3.162 3.569 1.098
C 2.971 4.951 0.913
C 1.938 5.369 0.139
C 0.999 4.449 -0.393
C -0.063 4.955 -1.177
C -1.021 4.130 -1.671
C -0.975 2.764 -1.348
C 0.039 2.206 -0.603
P -0.338 0.445 -0.224
C -0.817 -0.138 -1.905
C -2.143 -0.306 -2.290
C -2.450 -0.751 -3.572
C -1.434 -1.029 -4.472
C -0.107 -0.864 -4.088
C 0.199 -0.423 -2.812
C -1.872 0.492 0.738
C -2.464 -0.720 1.096
C -3.594 -0.732 1.894
C -4.122 0.461 2.374
C -3.516 1.664 2.054
C -2.392 1.683 1.238
C 1.110 3.047 -0.145
H 4.030 3.225 1.645
H 3.670 5.652 1.347
H 1.807 6.420 -0.086
H -0.095 6.020 -1.371
H -1.829 4.512 -2.280
H -1.782 2.135 -1.698
H -2.943 -0.103 -1.589
H -3.485 -0.883 -3.860
H -1.671 -1.374 -5.469
H 0.691 -1.091 -4.783
H 1.237 -0.293 -2.527
H -2.040 -1.652 0.755
H -4.057 -1.674 2.155
H -4.998 0.449 3.010
H -3.912 2.593 2.442
H -1.932 2.630 0.991
*
```

The molecular weight comes out at 793.5 u. The value obtained for the orbital gap is 7.6082 eV. As for the HOMO energy: -10.764 eV. The value obtained for the relative energy (zero: lowest compared OMol25 entry of this formula, charge and spin) is 0.0000 eV.

Mulliken atomic charge list, values in e, 5 entries: number 1, Pt, carries -0.0304; number 2, S, carries -0.2257; number 3, C, carries -0.4932; number 4, C, carries 0.0099; number 5, C, carries -0.2515



Entry from the OMol25 dataset: a structure of composition C19H52B2O15S (the ωB97M-V functional and the def2-TZVPD basis).

The geometry in ORCA input format:
```
! RIJCOSX wB97M-V def2-TZVPD def2/J DEFGRID3
* xyz 0 1
C 4.410 -0.768 0.260
C 3.960 -1.216 -1.136
O 3.358 -2.495 -1.125
C 2.007 -2.511 -1.540
C 1.091 -2.128 -0.375
O 0.416 -3.200 0.334
S -0.136 -2.396 1.641
O 0.919 -2.192 2.602
O -1.320 -2.972 2.208
O -0.499 -1.010 0.863
C -0.028 -1.105 -0.526
C -1.285 -1.680 -1.286
B -2.434 -0.601 -1.514
O -3.010 -0.499 -2.790
O -2.948 0.225 -0.548
B 0.220 0.284 -1.246
O 0.613 0.364 -2.581
O -0.054 1.466 -0.580
C 0.939 1.772 0.423
H 4.968 0.168 0.191
H 3.555 -0.559 0.910
H 5.019 -1.514 0.753
H 4.843 -1.201 -1.782
H 3.293 -0.432 -1.527
H 1.765 -3.530 -1.847
H 1.882 -1.848 -2.396
H 1.766 -1.727 0.392
H -1.721 -2.490 -0.695
H -0.937 -2.056 -2.250
H -2.818 0.372 -3.159
H -2.288 0.494 0.106
H 1.575 0.379 -2.643
H 1.552 0.899 0.663
H 1.578 2.579 0.068
H 0.421 2.145 1.303
C -6.895 -1.460 -2.216
C -5.959 -2.324 -1.392
O -4.958 -2.929 -2.208
H -7.379 -2.047 -2.991
H -7.664 -1.007 -1.587
H -6.339 -0.661 -2.713
H -6.506 -3.132 -0.909
H -5.471 -1.725 -0.613
H -4.463 -2.216 -2.631
C -11.109 -0.075 -5.182
C -9.879 -0.113 -4.293
O -9.125 -1.306 -4.491
H -11.745 -0.939 -4.987
H -11.689 0.834 -5.013
H -10.824 -0.111 -6.237
H -10.167 -0.095 -3.243
H -9.240 0.754 -4.487
H -8.851 -1.331 -5.412
C 7.402 0.650 4.010
C 6.201 -0.263 3.837
O 6.231 -0.929 2.581
H 7.433 1.391 3.209
H 7.367 1.171 4.968
H 8.332 0.077 3.960
H 5.277 0.313 3.870
H 6.168 -1.007 4.641
H 7.043 -1.456 2.545
C 1.095 5.837 2.335
C 2.247 5.002 2.862
O 2.606 3.968 1.947
H 0.224 5.208 2.145
H 0.815 6.615 3.047
H 1.364 6.314 1.390
H 1.969 4.513 3.794
H 3.121 5.633 3.054
H 2.868 4.390 1.122
C -5.215 3.755 0.879
C -6.304 2.743 0.572
O -6.124 2.155 -0.711
H -5.202 4.540 0.122
H -5.368 4.213 1.858
H -4.233 3.277 0.870
H -7.281 3.225 0.563
H -6.317 1.954 1.332
H -5.268 1.711 -0.715
C 10.891 -3.318 1.870
C 9.888 -2.316 2.405
O 8.555 -2.650 2.009
H 10.839 -3.364 0.782
H 11.907 -3.049 2.162
H 10.677 -4.320 2.249
H 10.092 -1.321 2.012
H 9.938 -2.269 3.498
H 8.354 -3.525 2.359
*
```

The molecular weight comes out at 574.3 u. The value obtained for the orbital gap is 9.7275 eV. As for the HOMO energy: -9.532 eV.

Mulliken atomic charge list, values in e, 5 entries: number 1, C, carries -1.0670; number 2, C, carries 0.1908; number 3, O, carries -0.4340; number 4, C, carries -1.1552; number 5, C, carries -0.2116



Entry from the OMol25 dataset: an isolated molecule of C4H6N2 (the ωB97M-V functional and the def2-TZVPD basis).

The geometry in ORCA input format:
```
! RIJCOSX wB97M-V def2-TZVPD def2/J DEFGRID3
* xyz 0 1
N 2.044 -0.231 0.112
C 0.646 -0.047 -0.038
C -0.126 1.077 -0.198
C -1.482 0.650 -0.145
C -1.482 -0.705 0.073
N -0.179 -1.114 0.151
H 2.548 0.073 -0.717
H 2.282 0.390 0.859
H 0.231 2.092 -0.339
H -2.359 1.271 -0.258
H -2.290 -1.411 0.176
H 0.166 -2.044 0.324
*
```

The molecular weight comes out at 82.1 u. The value obtained for the orbital gap is 9.1746 eV. As for the HOMO energy: -8.087 eV. The value obtained for the relative energy (zero: lowest compared OMol25 entry of this formula, charge and spin) is 0.3398 eV.

Mulliken atomic charge list, values in e, 5 entries: number 1, N, carries -0.5939; number 2, C, carries 0.1557; number 3, C, carries -0.5301; number 4, C, carries -0.4117; number 5, C, carries -0.5199



Entry from the OMol25 dataset: a structure of composition C13H33ClIN2O2P2Pd (the ωB97M-V functional and the def2-TZVPD basis).

The geometry in ORCA input format:
```
! RIJCOSX wB97M-V def2-TZVPD def2/J DEFGRID3
* xyz 3 5
C 1.562 2.053 -2.217
C 1.002 0.648 -2.362
H 1.695 2.628 -3.164
H 2.538 1.995 -1.726
H 0.961 2.637 -1.512
O 0.766 0.005 -3.370
I 0.555 -0.122 -0.372
Pd 1.181 2.556 1.958
P -0.903 2.865 0.565
C -1.850 2.204 -0.875
C -2.122 2.844 1.868
H -2.955 3.484 1.566
H -1.799 5.039 0.141
H -1.561 3.298 2.693
H -0.011 4.993 0.497
H -1.680 1.122 -0.904
H -2.476 1.826 2.100
C -0.840 4.563 -0.081
H -2.916 2.466 -0.805
H -0.655 4.597 -1.163
H -1.422 2.672 -1.770
P 2.978 1.034 1.093
C 3.336 -0.388 -0.068
C 4.455 2.034 0.662
H 3.113 0.945 3.476
H 4.246 -0.232 2.692
H 2.502 -0.632 2.805
C 3.229 0.190 2.680
H 4.384 3.059 1.045
H 5.328 1.545 1.123
H 4.271 -0.871 0.194
H 3.303 0.026 -1.073
H 4.606 2.044 -0.433
H 2.555 -1.193 -0.057
Cl 1.879 4.680 1.931
C -4.047 -1.917 0.068
N -2.982 -2.908 0.032
C -3.427 -4.259 0.246
C -2.002 -2.736 -0.970
O -2.146 -1.927 -1.875
N -0.847 -3.488 -0.814
C 0.140 -3.460 -1.832
C -0.457 -4.005 0.467
H -4.639 -2.088 0.968
H -4.688 -1.981 -0.820
H -3.626 -0.923 0.186
H -4.407 -4.446 -0.204
H -2.678 -4.963 -0.089
H -3.564 -4.467 1.315
H 1.111 -3.544 -1.372
H 0.101 -4.365 -2.421
H 0.021 -2.597 -2.478
H -0.530 -5.122 0.509
H 0.585 -3.720 0.711
H -1.176 -3.698 1.237
*
```

The molecular weight comes out at 580.1 u. The value obtained for the orbital gap (alpha / beta) is 8.6486 / 5.0672 eV. Its expectation value of S² is 6.032. As for the HOMO energy (alpha / beta): -18.119 / -18.010 eV. The value obtained for the relative energy (zero: lowest compared OMol25 entry of this formula, charge and spin) is 2.2779 eV.

Mulliken atomic charge list, values in e, 5 entries: number 1, C, carries -0.2627; number 2, C, carries 0.7835; number 3, H, carries 0.4238; number 4, H, carries -0.0325; number 5, H, carries -0.0927



Entry from the OMol25 dataset: a structure of composition C23H35ClCoN2O4S (the ωB97M-V functional and the def2-TZVPD basis).

The geometry in ORCA input format:
```
! RIJCOSX wB97M-V def2-TZVPD def2/J DEFGRID3
* xyz 0 2
Co -0.302 -0.247 -0.942
C -1.539 0.266 0.749
C -0.284 0.969 0.957
C -0.105 1.854 -0.128
C -1.236 1.645 -0.995
C -2.149 0.731 -0.425
C -3.524 0.364 -0.941
C -3.841 -1.104 -0.648
C -3.623 0.607 -2.448
C -4.547 1.253 -0.218
C 1.022 2.817 -0.513
C 1.286 3.850 0.590
C 2.313 2.068 -0.860
C 0.632 3.615 -1.769
C 0.449 0.838 2.294
C -0.037 2.005 3.171
C 0.072 -0.456 3.034
C 1.974 0.867 2.196
H -1.971 -0.448 1.428
H -1.390 2.141 -1.937
H -3.138 -1.767 -1.153
H -4.846 -1.344 -0.999
H -3.814 -1.312 0.423
H -2.882 0.028 -2.999
H -3.484 1.661 -2.694
H -4.612 0.316 -2.807
H -4.524 1.075 0.858
H -5.555 1.043 -0.578
H -4.337 2.309 -0.391
H 1.705 3.417 1.497
H 0.366 4.370 0.860
H 1.998 4.593 0.227
H 2.668 1.440 -0.043
H 3.104 2.781 -1.101
H 2.155 1.437 -1.738
H -0.274 4.202 -1.613
H 0.484 2.967 -2.633
H 1.440 4.307 -2.014
H -1.123 1.980 3.265
H 0.242 2.972 2.759
H 0.393 1.919 4.170
H -0.979 -0.478 3.315
H 0.654 -0.514 3.955
H 0.294 -1.347 2.449
H 2.356 1.786 1.760
H 2.349 0.029 1.610
H 2.398 0.781 3.198
O -0.974 -1.082 -4.550
Cl -0.155 -1.401 -3.437
O 0.881 -2.315 -3.773
O -0.961 -1.919 -2.320
O 0.441 -0.150 -2.875
N 2.948 -6.091 0.626
C 3.491 -4.880 0.845
S 4.952 -4.636 1.534
C 2.593 -3.742 0.466
C 1.220 -3.806 0.679
C 0.437 -2.732 0.304
N 0.946 -1.633 -0.258
C 2.261 -1.582 -0.486
C 3.120 -2.601 -0.122
H 3.498 -6.905 0.845
H 2.138 -6.201 0.038
H 0.755 -4.661 1.150
H -0.636 -2.740 0.443
H 2.624 -0.694 -0.983
H 4.181 -2.519 -0.303
*
```

The molecular weight comes out at 530.0 u. The value obtained for the orbital gap (alpha / beta) is 6.8717 / 7.6424 eV. Its expectation value of S² is 0.904. As for the HOMO energy (alpha / beta): -7.676 / -8.433 eV. The value obtained for the relative energy (zero: lowest compared OMol25 entry of this formula, charge and spin) is 0.0000 eV.

Mulliken atomic charge list, values in e, 5 entries: number 1, Co, carries 1.0270; number 2, C, carries -0.8321; number 3, C, carries 0.3293; number 4, C, carries 0.1213; number 5, C, carries -0.4399



no.,largest force on an atom (eV/A)
1,3.8
2,2.2
3,2.2
4,2.0
5,2.0
6,0.9
7,5.0
8,1.2